Entry from the Open Molecules 2025 dataset: a 5-piece molecular cluster, C2H13NO4 overall in a non-equilibrium geometry (the ωB97M-V functional and the def2-TZVPD basis).

Energy relative to the best compared isomer or geometry (same formula, charge and spin)   0.0 kcal/mol
Expectation value of S²   0.763
HOMO level (alpha / beta)   -14.74 / -14.72 eV
Gap between HOMO and LUMO (alpha / beta)   10.349 / 6.665 eV
DFT total energy   -11956.34304 eV

Structure (ORCA input):
```
! RIJCOSX wB97M-V def2-TZVPD def2/J DEFGRID3
* xyz 1 2
C 0.19764 -1.78275 0.66602
C 0.60886 -1.40897 -0.61055
N -0.17361 -1.08496 -1.62914
H -0.80311 -2.06628 0.96132
H 0.87572 -1.60335 1.49062
H 1.66176 -1.16771 -0.78705
H -1.18855 -1.14655 -1.47948
H 0.12237 -1.56810 -2.48816
H -2.31190 -0.69973 0.70519
H -3.43048 0.28968 0.35817
O -2.80192 -0.32995 -0.03385
H 2.95435 1.78310 -0.52534
H 1.83936 1.04280 0.20115
O 2.35488 1.03604 -0.62615
H 0.35974 1.66647 1.16839
H 0.64960 1.22221 2.63097
O 1.08438 1.50288 1.81336
H -0.09343 1.43929 -1.14132
H -1.35225 1.16137 -0.33640
O -0.55341 1.71451 -0.33775
*
```